w) The following is a DFT calculation (ωB97M-V/def2-TZVPD) of C28H28N3O3RuSTe as an isolated structure.

Results
Net charge ... 0
HOMO energy (spin up / spin down) ... -6.71 / -6.60 eV
Multiplicity ... 2
M ... 715.3 g/mol
Frontier orbital gap (spin up / spin down) ... 5.906 / 5.533 eV

Each line ends with the Mulliken charge.
Positions of all 65 atoms, in Å:
Ru 0.5837 0.5170 0.0140  0.17
O -0.5838 -1.6154 -0.8992  -0.23
C -1.4416 -2.2281 0.0310  -1.02
C -0.7875 -2.1780 1.3903  0.45
C -1.2260 -2.9910 2.4242  -0.97
C -0.6108 -2.8997 3.6660  -0.25
C 0.4330 -1.9960 3.8193  -1.06
C 0.8249 -1.2440 2.7298  -0.20
N 0.2286 -1.3246 1.5397  0.49
H -0.9129 -1.7230 -1.8010  0.34
H -1.6348 -3.2757 -0.2406  0.51
H -2.4059 -1.6953 0.0799  0.33
H -2.0265 -3.6947 2.2547  0.49
H -0.9311 -3.5240 4.4862  0.43
H 0.9490 -1.8875 4.7603  0.45
H 1.6516 -0.5456 2.7893  0.45
C 2.9464 -1.3175 -3.6978  -1.63
C 2.3458 -0.7159 -2.4649  0.73
N 1.1049 -0.2355 -2.4331  0.34
O 0.2405 -0.6526 -3.4751  -0.59
C 3.0905 -0.5175 -1.2874  0.06
C 4.5881 -0.5332 -1.2112  -1.71
N 2.3687 -0.2711 -0.2034  0.60
O 2.7774 0.2250 0.9114  -0.68
H 2.1600 -1.7143 -4.3365  0.45
H 3.6419 -2.1131 -3.4417  0.40
H 3.4881 -0.5490 -4.2533  0.33
H -0.3820 0.0808 -3.5808  0.35
H 5.0234 -0.2355 -2.1614  0.41
H 4.9592 -1.5233 -0.9402  0.31
H 4.9022 0.1636 -0.4339  0.40
C -6.3424 2.3954 1.0481  -0.42
C -5.2284 2.7643 1.7851  -0.82
C -3.9657 2.3652 1.3954  -0.15
C -3.7911 1.5800 0.2529  1.00
C -4.9198 1.2575 -0.5085  -0.61
C -6.1809 1.6553 -0.1124  -0.61
C -2.4987 1.0631 -0.1696  -0.87
C -1.3521 1.0577 0.5231  -0.32
C -1.0815 1.3051 1.9147  0.77
C -1.7341 0.5796 2.9346  -0.02
C -1.3829 0.7493 4.2548  -1.00
C -0.3883 1.6519 4.6141  -0.59
C 0.2673 2.3765 3.6301  -0.98
C -0.0622 2.2085 2.2989  -0.04
H -7.3289 2.6875 1.3746  0.38
H -5.3445 3.3708 2.6721  0.40
H -3.1052 2.6748 1.9692  0.57
H -4.7977 0.6857 -1.4187  0.34
H -7.0456 1.3908 -0.7049  0.37
H -2.4922 0.6646 -1.1837  0.23
H -2.5167 -0.1152 2.6636  0.60
H -1.8896 0.1802 5.0224  0.45
H -0.1305 1.7874 5.6547  0.38
H 1.0400 3.0819 3.8970  0.44
H 0.4229 2.8250 1.5440  0.47
Te 1.1773 2.4344 -1.6815  0.24
C 1.3093 4.4134 -0.9317  -0.22
C 0.5316 5.1139 -0.0534  -0.07
C 0.9412 6.4508 0.1196  -0.77
C 2.0263 6.7646 -0.6363  -0.45
S 2.5686 5.4260 -1.5674  -0.14
H -0.3257 4.6845 0.4333  0.55
H 0.4485 7.1462 0.7772  0.37
H 2.5371 7.7045 -0.7125  0.38

---

x) The following is a DFT calculation (ωB97M-V/def2-TZVPD) of C28H28N3O3RuSTe as an isolated structure.

Results
Net charge ... 0
HOMO energy (spin up / spin down) ... -7.31 / -7.30 eV
Multiplicity ... 2
M ... 715.3 g/mol
Frontier orbital gap (spin up / spin down) ... 7.373 / 6.915 eV

Each line ends with the Mulliken charge.
Positions of all 65 atoms, in Å:
Ru 0.4548 0.8239 -1.1259  -0.90
O 2.4766 1.6889 0.7278  -0.33
C 1.8489 1.7933 1.9749  -0.85
C 0.4824 2.3893 1.7549  0.57
C -0.1503 3.0298 2.8101  -0.93
C -1.4129 3.5618 2.6299  -0.32
C -2.0061 3.4460 1.3845  -1.07
C -1.3193 2.7917 0.3811  -0.14
N -0.0967 2.2647 0.5572  0.27
H 3.3851 1.3813 0.7834  0.32
H 2.4008 2.4475 2.6574  0.49
H 1.7342 0.8118 2.4535  0.23
H 0.3614 3.1108 3.7605  0.45
H -1.9200 4.0629 3.4440  0.43
H -2.9885 3.8472 1.1811  0.45
H -1.7347 2.6876 -0.6144  0.52
C 3.7295 2.5229 -3.3117  -1.81
C 2.3918 2.1767 -2.7464  0.45
N 2.2162 1.1674 -1.9391  0.42
O 3.3545 0.4840 -1.5296  -0.54
C 1.2045 2.8824 -3.0907  0.24
C 1.0694 3.8617 -4.2073  -1.67
N 0.1560 2.4822 -2.3764  0.95
O -1.0090 2.8839 -2.6300  -0.81
H 4.5335 2.1777 -2.6702  0.44
H 3.7978 3.6009 -3.4469  0.41
H 3.8530 2.0555 -4.2914  0.33
H 3.0571 -0.4432 -1.5621  0.29
H 1.8072 3.6755 -4.9877  0.41
H 1.1790 4.8964 -3.8723  0.29
H 0.0713 3.7605 -4.6327  0.40
C 0.4150 -4.7781 3.5493  -0.46
C -0.6287 -4.3208 2.7557  -1.25
C -0.4253 -3.2967 1.8442  0.32
C 0.8306 -2.6970 1.7102  0.64
C 1.8764 -3.1888 2.4960  -0.72
C 1.6735 -4.2108 3.4098  -0.66
C 1.1117 -1.6122 0.7502  -1.00
C 0.2707 -0.7341 0.1950  1.00
C -1.1491 -0.5255 0.5718  0.53
C -1.5224 -0.2465 1.8974  0.17
C -2.8165 0.1078 2.2129  -1.07
C -3.7848 0.2129 1.2127  -0.57
C -3.4356 -0.0411 -0.0984  -1.08
C -2.1287 -0.4063 -0.4206  0.49
H 0.2515 -5.5783 4.2594  0.39
H -1.6096 -4.7722 2.8393  0.41
H -1.2444 -2.9738 1.2155  0.73
H 2.8647 -2.7562 2.3833  0.37
H 2.5009 -4.5691 4.0094  0.38
H 2.1611 -1.5512 0.4605  0.20
H -0.7734 -0.3251 2.6772  0.53
H -3.0811 0.3089 3.2440  0.48
H -4.7998 0.4915 1.4658  0.40
H -4.1733 0.0353 -0.8872  0.47
H -1.8871 -0.6336 -1.4503  0.29
Te 0.6059 -0.9273 -3.0927  0.32
C -0.7935 -2.4202 -2.6334  -0.33
C -0.7020 -3.4042 -1.6889  -0.12
C -1.8568 -4.2298 -1.6334  -0.67
C -2.8046 -3.8627 -2.5406  -0.45
S -2.2963 -2.5130 -3.4591  -0.17
H 0.1616 -3.5236 -1.0530  0.60
H -1.9743 -5.0590 -0.9499  0.42
H -3.7641 -4.3216 -2.7174  0.41

---

Tell me which of them is the most stable. Sure, it is x).

---

w) The following is a DFT calculation (ωB97M-V/def2-TZVPD) of a single C2H3ClN2O molecule.

Results
Net charge ... 0
HOMO energy ... -9.41 eV
M ... 106.5 g/mol
Frontier orbital gap ... 10.087 eV

Each line ends with the Mulliken charge.
Positions of all 9 atoms, in Å:
C 0.7651 0.5925 -0.5058  0.72
C -0.2683 -0.5097 1.2023  -0.54
N 1.1513 1.1906 -1.5307  -0.44
N -0.2525 0.9063 -1.3966  -0.11
O 0.9413 -0.0138 0.5912  -0.27
Cl -0.9265 -0.4595 -2.2357  -0.15
H 0.1966 -0.9286 2.1476  0.20
H -0.7629 -1.1603 0.4006  0.26
H -0.8441 0.3824 1.3272  0.34

---

x) The following is a DFT calculation (ωB97M-V/def2-TZVPD) of a 2-piece molecular cluster, C2H3ClN2O overall.

Results
Net charge ... 0
HOMO energy ... -9.86 eV
M ... 106.5 g/mol
Frontier orbital gap ... 10.465 eV

Each line ends with the Mulliken charge.
Positions of all 9 atoms, in Å:
C 0.0136 -2.4797 -0.2370  0.53
C 1.4228 0.5381 0.3715  -0.30
N 0.5611 -1.4525 0.1116  -0.13
N 0.3782 -0.1487 0.1611  -0.25
O -0.3289 -3.5183 -0.6908  -0.44
Cl -3.1994 2.1211 -0.2045  -0.24
H 1.3049 1.5525 0.4516  0.30
H 2.4159 0.1406 0.3037  0.29
H -2.5682 3.2469 -0.2670  0.24

---

Tell me which of them is the most stable. Sure, it is x).

---

w) The following is a DFT calculation (ωB97M-V/def2-TZVPD) of C38H42AsF6NO5P2S5SbSiTi as an isolated structure.

Results
Net charge ... -1
HOMO energy ... -4.29 eV
M ... 1201.7 g/mol
Frontier orbital gap ... 6.361 eV

Each line ends with the Mulliken charge.
Positions of all 103 atoms, in Å:
Ti 1.2074 0.3373 -0.2441  -1.12
C 4.8943 -4.2143 -1.5166  -1.60
P 4.2008 -2.6730 -0.7703  1.01
C 5.6346 -1.5578 -1.0266  -1.32
C 4.4701 -3.0632 1.0204  -1.10
C 3.3296 -3.8461 1.6717  -1.41
P 1.6199 -3.1555 1.3772  1.36
C 0.8226 -3.8317 2.9033  -1.62
C 0.9953 -4.4111 0.1873  -1.27
H 5.9048 -4.4267 -1.1552  0.40
H 4.9223 -4.1021 -2.6018  0.40
H 4.2508 -5.0669 -1.2874  0.37
H 6.5421 -1.9635 -0.5696  0.44
H 5.4132 -0.5795 -0.5967  0.21
H 5.7919 -1.4210 -2.0963  0.38
H 4.5802 -2.0974 1.5161  0.38
H 5.4185 -3.6007 1.1400  0.60
H 3.4774 -3.8739 2.7557  0.57
H 3.3311 -4.8894 1.3361  0.36
H 1.0845 -4.8810 3.0701  0.47
H -0.2630 -3.7534 2.8158  0.33
H 1.1270 -3.2492 3.7747  0.36
H 1.1054 -5.4269 0.5781  0.49
H 1.5553 -4.3188 -0.7432  0.05
H -0.0546 -4.2219 -0.0416  0.34
S 4.7863 3.3410 -0.3675  -0.65
Sb 3.3620 2.7350 1.2736  -0.02
S 3.0065 0.2126 1.0985  -0.64
S 1.1241 2.7053 0.2257  -0.51
F 1.6762 2.6528 -3.7271  -0.14
C 2.6253 1.8478 -4.1866  0.41
F 3.8029 2.4449 -4.0616  -0.21
F 2.4007 1.6105 -5.4829  -0.23
S 2.6448 0.2655 -3.2447  1.04
O 2.5875 0.7134 -1.8567  -0.25
O 3.8372 -0.3999 -3.6669  -0.60
N 1.3085 -0.3725 -3.7287  -0.50
S 0.3042 -1.1738 -2.7870  0.90
O 0.8738 -1.3850 -1.3828  -0.79
O -0.2265 0.9156 -1.5147  2.62
C 0.6616 -2.8855 -3.4358  0.41
F 1.9180 -3.2742 -3.2797  -0.14
F -0.1439 -3.7560 -2.8042  -0.24
F 0.3573 -2.9261 -4.7386  -0.24
O -0.1642 0.1235 1.1226  0.40
As -0.6869 1.3775 2.1337  1.87
C -1.8212 0.2809 3.2746  -0.23
C -2.4132 0.8454 4.4004  -0.60
C -3.2294 0.0805 5.2193  -0.84
C -3.4549 -1.2567 4.9155  -0.60
C -2.8600 -1.8232 3.7986  -1.05
C -2.0427 -1.0572 2.9764  0.21
C 0.5425 2.0368 3.4406  0.61
C 1.4171 1.1097 3.9909  -0.78
C 2.2942 1.5129 4.9881  -0.73
C 2.2806 2.8234 5.4395  -0.51
C 1.3921 3.7404 4.8936  -0.67
C 0.5205 3.3520 3.8877  -0.42
C -1.9761 2.6539 1.4829  0.79
C -1.6746 3.9867 1.2186  -0.37
C -2.6776 4.8467 0.8045  -1.12
C -3.9719 4.3763 0.6223  -0.66
C -4.2672 3.0452 0.8680  -0.70
C -3.2737 2.1835 1.3116  -0.33
H -2.2371 1.8879 4.6452  0.42
H -3.6868 0.5250 6.0942  0.41
H -4.0924 -1.8555 5.5539  0.40
H -3.0307 -2.8668 3.5638  0.44
H -1.5660 -1.4893 2.1062  0.62
H 1.4371 0.0914 3.6227  0.51
H 2.9967 0.8006 5.4007  0.40
H 2.9717 3.1363 6.2116  0.36
H 1.3854 4.7656 5.2407  0.40
H -0.1611 4.0745 3.4593  0.32
H -0.6552 4.3372 1.2876  0.43
H -2.4385 5.8814 0.5956  0.41
H -4.7478 5.0472 0.2754  0.39
H -5.2668 2.6641 0.7057  0.44
H -3.5179 1.1453 1.4993  0.22
C -1.7409 1.6282 -6.7632  -0.46
C -2.2024 0.5154 -6.0734  -0.71
C -2.1752 0.5019 -4.6863  0.17
C -1.6820 1.5885 -3.9598  0.66
C -1.2344 2.7009 -4.6738  -0.38
C -1.2601 2.7242 -6.0615  -0.61
Si -1.5779 1.5530 -2.0872  -1.19
C -3.0319 0.5171 -1.4715  0.42
C -2.8312 -0.6015 -0.6636  0.36
C -3.9049 -1.3195 -0.1484  -0.40
C -5.2048 -0.9285 -0.4368  -0.71
C -5.4256 0.1745 -1.2536  -0.64
C -4.3475 0.8837 -1.7643  -0.25
H -1.7548 1.6399 -7.8463  0.36
H -2.5776 -0.3435 -6.6166  0.40
H -2.5448 -0.3716 -4.1587  0.36
H -0.8458 3.5593 -4.1365  0.26
H -0.8963 3.5942 -6.5946  0.39
H -1.7918 2.9556 -1.6343  -0.39
H -1.8188 -0.9005 -0.4136  -0.06
H -3.7261 -2.1822 0.4831  0.44
H -6.0429 -1.4837 -0.0330  0.38
H -6.4379 0.4810 -1.4905  0.43
H -4.5365 1.7468 -2.3961  0.41

---

x) The following is a DFT calculation (ωB97M-V/def2-TZVPD) of C38H42AsF6NO5P2S5SbSiTi as an isolated structure.

Results
Net charge ... -1
HOMO energy ... -5.52 eV
M ... 1201.7 g/mol
Frontier orbital gap ... 6.820 eV

Each line ends with the Mulliken charge.
Positions of all 103 atoms, in Å:
Ti 1.4386 0.1159 -0.5164  0.35
C 0.2713 -1.4397 3.1100  -1.52
P 0.2136 -1.7794 1.2955  1.09
C 1.3739 -3.2274 1.3434  -1.27
C -1.3881 -2.8056 1.3583  -1.46
C -2.7043 -2.1140 0.9118  -1.37
P -2.5162 -0.2843 0.6463  1.64
C -4.3110 0.1755 0.7879  -1.62
C -2.4962 -0.2633 -1.1963  -1.28
H -0.6264 -0.8971 3.3990  0.12
H 1.1414 -0.8395 3.3684  0.45
H 0.3226 -2.3932 3.6388  0.60
H 0.9705 -4.0130 1.9855  0.51
H 2.3314 -2.9018 1.7524  0.32
H 1.5212 -3.6192 0.3388  0.21
H -1.4849 -3.1216 2.3986  0.66
H -1.2206 -3.6886 0.7410  0.41
H -3.4718 -2.2611 1.6745  0.59
H -3.0714 -2.5504 -0.0203  0.42
H -4.9278 -0.4920 0.1844  0.46
H -4.4338 1.2011 0.4409  0.39
H -4.6334 0.1286 1.8280  0.40
H -3.2440 -0.9379 -1.6147  0.50
H -1.5052 -0.5224 -1.5652  -0.47
H -2.7059 0.7576 -1.5135  0.51
S 6.2656 0.0875 0.4733  -0.56
Sb 4.3960 -1.1240 0.1722  0.72
S 2.7526 0.0193 1.4728  -0.62
S 1.7084 -2.0054 -1.7365  -0.32
F 3.2505 -0.6427 -4.3412  -0.21
C 4.2832 -0.2867 -3.5752  0.52
F 4.6452 -1.3419 -2.8529  -0.19
F 5.2947 0.0160 -4.3858  -0.25
S 3.8136 1.2673 -2.6101  1.27
O 3.1426 0.8055 -1.3851  -0.95
O 5.0246 1.9741 -2.4254  -0.60
N 2.8645 1.9393 -3.6530  -0.65
S 1.3186 1.6122 -3.6316  0.89
O 0.7189 1.6837 -4.9174  -0.64
O 0.9813 0.4843 -2.7859  -0.54
C 0.7320 3.1072 -2.6944  0.75
F 0.8919 4.2443 -3.3696  -0.26
F 1.4662 3.1923 -1.5825  -0.24
F -0.5526 2.9994 -2.3758  -0.17
O 0.3352 1.2058 -0.1734  1.32
As 0.0288 1.8875 2.3755  1.63
C 1.2668 3.4125 2.4597  -0.01
C 1.0617 4.4580 3.3595  -0.36
C 1.9600 5.5076 3.4452  -0.85
C 3.0725 5.5364 2.6152  -0.54
C 3.2578 4.5310 1.6803  -1.10
C 2.3574 3.4770 1.6011  0.21
C -1.4730 3.1075 1.9585  0.45
C -1.4874 3.5555 0.6392  -0.07
C -2.4703 4.4053 0.1616  -0.61
C -3.4668 4.8444 1.0213  -0.59
C -3.4418 4.4485 2.3491  -0.74
C -2.4539 3.5927 2.8191  -0.44
C -0.3880 1.7562 4.3278  0.14
C -1.6002 1.1321 4.6411  -0.45
C -1.9061 0.7521 5.9366  -0.81
C -0.9814 0.9595 6.9512  -0.61
C 0.2396 1.5448 6.6573  -0.66
C 0.5307 1.9365 5.3575  -0.96
H 0.1896 4.4320 4.0036  0.36
H 1.7933 6.2999 4.1648  0.39
H 3.7860 6.3466 2.6977  0.36
H 4.1134 4.5559 1.0182  0.47
H 2.5082 2.6949 0.8671  0.32
H -0.7111 3.1945 -0.0147  -0.21
H -2.4597 4.7231 -0.8740  0.46
H -4.2550 5.4944 0.6627  0.36
H -4.2014 4.8145 3.0291  0.40
H -2.4620 3.3072 3.8631  0.33
H -2.3004 0.9379 3.8314  0.54
H -2.8596 0.2888 6.1596  0.41
H -1.2069 0.6400 7.9602  0.38
H 0.9652 1.6912 7.4478  0.40
H 1.4918 2.3845 5.1325  0.44
C 1.5827 -7.4584 -2.6090  -0.42
C 2.2426 -6.4536 -3.3022  -0.73
C 1.7436 -5.1616 -3.2911  -0.33
C 0.5868 -4.8391 -2.5829  0.33
C -0.0641 -5.8616 -1.8966  -0.06
C 0.4208 -7.1606 -1.9149  -0.68
Si 0.0262 -3.0424 -2.4006  0.55
C -0.8649 -2.3379 -3.9041  0.50
C -2.2531 -2.4379 -3.9872  -0.22
C -2.9516 -1.8344 -5.0188  -0.60
C -2.2667 -1.1267 -5.9966  -0.62
C -0.8856 -1.0307 -5.9386  -0.53
C -0.1951 -1.6301 -4.8966  -0.28
H 1.9788 -8.4654 -2.6022  0.38
H 3.1584 -6.6709 -3.8358  0.38
H 2.2721 -4.3779 -3.8205  0.35
H -0.9571 -5.6387 -1.3239  0.26
H -0.0997 -7.9390 -1.3715  0.37
H -1.0513 -3.0934 -1.3894  -0.48
H -2.7956 -2.9821 -3.2219  0.37
H -4.0297 -1.9189 -5.0654  0.39
H -2.8112 -0.6447 -6.7977  0.37
H -0.3428 -0.4737 -6.6898  0.41
H 0.8821 -1.5354 -4.8478  0.37

---

Tell me which of them is the most stable. Sure, it is w).